No. 1
Here is C18H22F3N5O7S3Y as an isolated structure from the Open Molecules 2025 dataset. Energies are from ωB97M-V/def2-TZVPD.

Results
Gap between HOMO and LUMO: 6.041 eV
Charge: -1
HOMO level: -4.1 eV
Relative energy (zero: lowest compared OMol25 entry of this formula, charge and spin): 0.000 eV

```
59
Properties=species:S:1:pos:R:3:forces:R:3
Y 0.795717 0.343113 0.917078 0.042 0.001 -0.060
O 3.117328 0.584813 0.690336 -0.068 -0.044 -0.013
C 3.819646 0.471237 -0.314500 0.018 0.011 -0.007
C 3.398643 0.488298 -1.686271 0.007 -0.004 0.008
C 4.389950 0.277497 -2.648715 0.008 0.000 -0.016
C 4.074620 0.293645 -3.981589 -0.005 -0.008 0.005
C 2.751930 0.530395 -4.405802 0.001 0.002 0.003
C 1.771915 0.752208 -3.488591 -0.009 0.009 -0.019
C 2.038928 0.738901 -2.082348 -0.003 0.028 0.020
O 1.109335 0.963505 -1.251198 0.008 -0.032 0.023
N 5.114857 0.073907 -4.966840 0.006 0.037 0.000
O 6.255054 -0.115812 -4.574983 -0.001 -0.016 0.001
O 4.800761 0.097373 -6.146208 -0.002 -0.013 -0.001
H 4.904786 0.350981 -0.165303 0.002 0.001 0.004
H 5.413484 0.097390 -2.346470 -0.002 0.000 0.006
H 2.538383 0.531302 -5.464970 -0.002 0.000 -0.001
H 0.749766 0.933279 -3.792379 -0.001 -0.002 0.001
C 0.148737 -4.564458 -0.043134 0.008 0.001 -0.007
C 0.330188 -3.241543 0.659321 -0.011 0.001 0.018
S 0.674148 -1.925249 -0.475123 0.029 -0.028 -0.008
C 0.246265 -3.065473 1.989310 0.004 0.003 -0.011
C -0.049479 -4.167015 2.977197 -0.008 -0.001 0.000
S 0.493920 -1.506858 2.795639 0.027 -0.038 0.038
H 1.008922 -4.758182 -0.688091 -0.001 -0.003 -0.001
H -0.728487 -4.532527 -0.695771 0.001 0.002 -0.002
H 0.038929 -5.407233 0.636451 -0.007 0.003 0.000
H -0.263310 -5.125719 2.508686 0.004 0.000 0.003
H -0.908228 -3.891705 3.594136 -0.001 0.001 0.000
H 0.794899 -4.295790 3.659403 0.000 0.002 -0.001
C -2.018323 0.867906 -0.757893 -0.011 0.009 -0.012
N -3.452487 0.916416 -1.024766 0.004 0.003 -0.007
C -4.017038 -0.405730 -0.738849 0.000 -0.007 0.007
N -3.798404 -0.808825 0.649505 -0.005 0.008 -0.002
C -2.362446 -0.840387 0.902855 0.010 -0.001 -0.004
N -1.729783 0.492636 0.651108 -0.039 -0.009 0.016
C -2.405340 1.478560 1.533769 -0.004 0.002 -0.002
N -3.844216 1.528181 1.296997 -0.001 0.007 -0.003
C -4.062425 1.880860 -0.107461 0.000 0.000 0.009
C -4.402109 0.193561 1.524060 -0.002 -0.005 0.000
H -1.575354 1.846259 -0.953541 0.005 0.000 0.004
H -1.543889 0.129307 -1.405928 0.002 -0.001 0.003
H -3.549207 -1.139953 -1.397048 -0.001 0.003 -0.003
H -5.091165 -0.380616 -0.938357 -0.001 0.001 -0.003
H -1.878820 -1.568906 0.253245 0.000 0.003 -0.002
H -2.164630 -1.115520 1.938344 -0.004 0.002 0.001
H -1.984549 2.466010 1.346529 0.000 0.002 -0.002
H -2.210970 1.200052 2.571454 0.000 -0.004 -0.001
H -3.634955 2.868127 -0.294119 0.000 0.001 -0.003
H -5.137469 1.919081 -0.298317 0.000 0.002 -0.003
H -5.479150 0.226608 1.342081 -0.002 0.001 0.000
H -4.226928 -0.091523 2.563137 -0.001 0.002 -0.001
F 2.229927 5.042971 2.083266 0.001 0.000 0.007
C 2.234467 3.835048 2.653356 -0.001 -0.002 0.002
F 3.227668 3.122932 2.123894 -0.005 0.001 0.002
F 2.467486 3.984416 3.958588 0.001 0.000 -0.014
S 0.611318 3.010811 2.389837 0.011 -0.010 0.013
O -0.333480 3.884389 3.009295 -0.018 -0.007 -0.015
O 0.522299 2.849515 0.933440 -0.010 0.008 0.038
O 0.778369 1.677536 2.982247 0.031 0.074 -0.006
```
Forces are in eV/Å.

***

No. 2
Here is C18H22F6IrN3O10S2 as an isolated structure from the Open Molecules 2025 dataset. Energies are from ωB97M-V/def2-TZVPD.

Results
Gap between HOMO and LUMO: 8.230 eV
Charge: 0
HOMO level: -8.1 eV
Relative energy (zero: lowest compared OMol25 entry of this formula, charge and spin): 0.000 eV

```
62
Properties=species:S:1:pos:R:3:forces:R:3
Ir 0.863440 -0.344399 -0.252803 0.394 0.449 0.089
C -4.077000 3.189571 -3.534834 0.001 0.002 -0.004
O -3.866093 3.787698 -2.266667 0.001 -0.001 -0.001
C -2.907050 3.266441 -1.477237 -0.021 0.049 0.053
C -2.755909 3.908077 -0.222836 -0.003 -0.031 -0.043
C -1.813286 3.447298 0.635115 0.021 -0.018 -0.031
C -0.962396 2.343347 0.335109 -0.002 -0.013 -0.068
C 0.052793 2.005488 1.274470 0.062 -0.063 -0.119
C 0.229967 2.775860 2.552060 0.029 0.022 -0.042
O 0.909811 1.086951 1.127159 -0.029 0.013 0.048
C -1.137326 1.694693 -0.931538 -0.026 0.019 0.093
O -0.479939 0.667430 -1.360057 -0.022 -0.087 -0.031
C -2.121264 2.196723 -1.819452 0.016 -0.001 0.028
H -4.878680 3.753241 -4.002509 0.001 -0.002 0.000
H -4.377460 2.144847 -3.429443 -0.001 -0.001 0.000
H -3.177586 3.251350 -4.151412 -0.001 0.000 0.000
H -3.393676 4.745516 0.019066 -0.009 0.001 -0.005
H -1.700724 3.947308 1.585753 0.000 -0.011 0.002
H -0.707459 2.854936 3.098843 -0.013 -0.018 0.005
H 0.595712 3.781330 2.334039 -0.037 -0.002 0.009
H 0.948122 2.248696 3.169761 0.042 -0.014 0.013
H -2.221888 1.682072 -2.762681 0.004 0.003 -0.003
C 4.772701 -1.358388 1.179079 0.055 -0.015 -0.001
C 3.579074 -0.874383 0.434829 -0.313 0.026 -0.078
N 2.382703 -1.238723 0.772443 0.377 0.095 -0.089
O 2.337791 -2.049356 1.878250 -0.486 -0.173 0.005
C 3.652563 0.037873 -0.689147 -0.250 -0.180 0.196
C 4.909420 0.523321 -1.325210 0.036 0.043 0.056
N 2.470597 0.392923 -1.151474 0.013 0.222 -0.428
O 2.333944 1.156678 -2.147802 -0.023 -0.177 0.196
H 4.716926 -2.437097 1.317893 0.001 0.000 -0.001
H 4.787352 -0.910568 2.174523 0.010 -0.009 0.005
H 5.689489 -1.099781 0.657044 0.000 -0.003 0.011
H 1.414416 -2.371666 1.916274 0.060 0.050 0.080
H 5.634665 0.845395 -0.577184 -0.003 -0.006 -0.004
H 4.670606 1.364433 -1.970463 -0.007 0.007 0.003
H 5.379176 -0.250797 -1.937964 -0.006 -0.005 0.004
F -3.238882 -3.843257 1.327910 0.011 0.028 -0.004
C -2.753514 -2.825345 0.631981 0.084 0.002 0.017
F -3.734353 -2.004246 0.296166 -0.064 0.022 -0.031
F -2.181136 -3.295395 -0.481858 0.000 -0.003 -0.003
S -1.456007 -1.940694 1.592572 0.115 0.208 -0.002
O -0.437537 -2.912473 1.879260 0.273 -0.267 0.084
O -1.014290 -0.886187 0.668171 -0.154 -0.115 0.000
N -2.324134 -1.412687 2.756159 0.043 -0.092 -0.073
S -1.669765 -0.576933 3.950954 -0.148 -0.050 0.023
O -2.626003 0.345599 4.467157 0.039 0.031 -0.016
O -0.330701 -0.158250 3.651558 0.062 0.068 0.024
C -1.497902 -1.863034 5.264881 -0.040 -0.076 -0.078
F -2.648346 -2.508264 5.448423 0.039 0.056 0.005
F -0.559723 -2.748058 4.931705 -0.033 0.020 0.001
F -1.147909 -1.271415 6.403448 0.037 0.018 0.044
C 0.734867 -3.499304 -3.287957 0.029 0.004 0.010
C 0.679006 -2.112501 -2.735065 -0.040 0.080 0.083
C 0.391363 -0.986478 -3.663834 0.045 -0.105 -0.010
O 0.876819 -1.979451 -1.524976 -0.181 -0.106 -0.062
H -0.036104 -3.642637 -4.044169 -0.009 0.005 0.003
H 0.645220 -4.234923 -2.493290 0.003 0.006 0.001
H 1.701342 -3.622011 -3.784182 0.000 -0.008 -0.017
H -0.693184 -0.960450 -3.810047 0.008 0.033 0.036
H 0.845027 -1.191235 -4.634122 -0.002 -0.008 0.000
H 0.722317 -0.034692 -3.261832 0.011 0.077 0.020
```
Forces are in eV/Å.

***

No. 3
Here is one molecule with the formula C18H22FN3O3 from the Open Molecules 2025 dataset. Energies are from ωB97M-V/def2-TZVPD.

Results
Gap between HOMO and LUMO: 9.774 eV
Charge: 0
HOMO level: -8.9 eV
Relative energy (zero: lowest compared OMol25 entry of this formula, charge and spin): 0.464 eV

```
47
Properties=species:S:1:pos:R:3:forces:R:3
C 4.820533 -1.677973 1.133933 -0.387 0.082 -0.095
C 3.311817 -1.824599 1.265816 0.286 -0.017 0.409
O 2.627662 -1.181344 0.188008 0.016 -0.305 -0.235
C 2.426952 0.132275 0.295799 -0.154 0.348 -0.141
O 2.762010 0.784432 1.251248 0.079 0.037 0.124
C 1.713531 0.712774 -0.911593 -0.145 -0.146 0.168
C 1.211375 -0.331799 -1.902026 0.111 0.223 -0.210
C 0.453087 0.376182 -3.019143 -0.183 -0.040 0.167
C -0.675267 1.222408 -2.438446 0.098 -0.183 -0.366
N -0.119728 2.211395 -1.527611 0.033 0.018 0.002
C -1.074724 3.218372 -1.105854 0.159 0.192 0.001
C -2.029629 2.676358 -0.096813 -0.477 -0.581 0.218
N -2.680710 1.554843 -0.171830 0.100 0.314 -0.449
C -3.184816 1.399161 1.086629 0.173 0.811 -0.031
C -3.828956 0.128090 1.504706 0.148 0.070 0.044
C -2.738637 -0.899996 1.323543 0.051 -0.346 0.088
C -1.733708 -1.023872 2.275981 -0.093 0.014 0.042
C -0.656406 -1.865665 2.059995 -0.034 0.042 -0.019
C -0.561086 -2.595616 0.887619 -0.076 -0.061 -0.216
C -1.569244 -2.462898 -0.049298 0.011 0.046 0.115
F -1.488012 -3.163893 -1.201368 0.002 0.064 0.083
C -2.652300 -1.626365 0.144620 0.096 -0.166 -0.008
N -2.879044 2.385065 1.878678 -0.684 -0.576 0.891
O -2.124345 3.229720 1.118162 0.456 0.331 -0.614
C 0.540718 1.561802 -0.408984 0.359 0.097 0.100
H 5.153698 -2.065685 0.174282 0.067 -0.062 -0.059
H 5.311690 -2.229411 1.930477 0.086 -0.064 0.080
H 5.097735 -0.629478 1.208323 0.057 0.049 0.028
H 2.971396 -1.388600 2.210648 -0.004 -0.133 -0.129
H 3.012727 -2.873033 1.206428 -0.015 0.117 0.015
H 2.421196 1.382209 -1.413569 0.012 -0.021 0.070
H 2.046551 -0.902846 -2.308135 -0.032 -0.065 0.038
H 0.545226 -1.027114 -1.388845 -0.006 -0.074 0.031
H 0.035689 -0.355229 -3.711858 0.005 -0.002 -0.060
H 1.135580 1.025526 -3.570008 0.017 0.018 -0.097
H -1.190288 1.753424 -3.242222 -0.072 -0.020 0.018
H -1.403356 0.574879 -1.926984 0.046 0.027 -0.115
H -1.612578 3.577668 -1.986380 0.023 0.037 0.102
H -0.536831 4.053917 -0.649302 -0.090 0.006 -0.075
H -4.680113 -0.091096 0.860763 -0.031 0.015 0.068
H -4.147545 0.208662 2.542593 -0.053 -0.057 -0.030
H -1.791540 -0.443535 3.184783 0.005 0.080 0.103
H 0.119776 -1.947223 2.805428 0.080 -0.015 0.074
H 0.273828 -3.248473 0.690264 0.080 -0.083 -0.047
H -3.403923 -1.536628 -0.623619 -0.077 0.007 -0.114
H 0.915245 2.325143 0.277294 -0.043 -0.069 0.017
H -0.145235 0.898065 0.147867 0.000 0.040 0.013
```
Forces are in eV/Å.

***

No. 4
Here is C18H22FeIN2O4PS2 as an isolated structure from the Open Molecules 2025 dataset. Energies are from ωB97M-V/def2-TZVPD.

Results
Spin multiplicity: 6
Gap between HOMO and LUMO (alpha / beta): 6.598 / 6.800 eV
Charge: -1
HOMO level (alpha / beta): -4.4 / -4.8 eV
Expectation value of S²: 8.78
Relative energy (zero: lowest compared OMol25 entry of this formula, charge and spin): 1.798 eV

```
51
Properties=species:S:1:pos:R:3:forces:R:3
Fe 0.135377 1.568720 -0.973947 -0.323 -0.646 0.147
C 4.036291 -0.518327 -2.175205 0.044 -0.032 -0.014
C 3.678240 -0.630484 -0.726878 -0.175 0.212 -0.009
N 4.266009 -1.525717 0.014721 0.043 -0.117 0.103
C 3.916284 -1.637759 1.322001 -0.009 0.039 -0.102
C 2.972371 -0.853477 1.917254 0.009 -0.009 -0.038
C 2.686287 -1.029069 3.382167 -0.010 -0.017 0.003
O 3.398402 -0.099761 4.209076 -0.080 0.034 0.019
C 2.307466 0.130073 1.132797 -0.284 0.168 0.243
C 1.388827 1.049256 1.760099 0.399 -0.142 -0.113
N 0.678946 1.907354 1.119026 -0.432 0.050 0.013
C -0.020647 2.929920 1.802271 0.274 -0.261 -0.230
C -0.662684 2.754094 3.019663 -0.139 0.069 0.075
C -1.333218 3.814549 3.612055 0.047 -0.063 -0.038
C -1.364681 5.054254 2.992517 -0.031 0.044 0.005
C -0.726627 5.240433 1.773228 0.026 -0.075 -0.009
C -0.061237 4.179561 1.183453 -0.160 0.075 0.289
I 0.915026 4.417235 -0.628987 0.269 0.573 -0.144
C 2.651480 0.270341 -0.232015 0.218 -0.132 -0.114
O 2.155041 1.133355 -1.035961 -0.086 0.030 -0.040
H 4.731712 -1.312651 -2.438386 0.004 0.012 0.000
H 4.486964 0.453872 -2.387900 -0.008 0.007 0.008
H 3.136604 -0.583704 -2.788964 -0.007 -0.022 0.007
H 4.430090 -2.403788 1.891585 0.012 -0.012 -0.015
H 3.011733 -2.018479 3.701414 0.023 0.004 -0.013
H 1.611681 -0.962280 3.583408 0.011 0.000 0.005
H 3.422453 0.746803 3.751798 0.058 -0.025 -0.023
H 1.373075 1.057493 2.853275 -0.018 0.106 0.002
H -0.673798 1.777237 3.486132 0.016 -0.017 -0.036
H -1.845559 3.661205 4.552943 -0.008 0.015 0.001
H -1.900481 5.877284 3.447460 0.006 0.003 -0.002
H -0.756396 6.200436 1.276602 -0.003 0.008 0.009
C -4.295339 -3.770087 -1.511594 -0.038 -0.011 -0.044
C -3.115492 -3.624488 -0.566770 0.079 -0.042 0.002
O -2.041588 -2.892292 -1.138310 -0.072 -0.001 -0.009
P -2.171465 -1.223448 -1.036061 -0.060 0.051 -0.047
S -1.880065 2.363619 -1.256640 0.211 0.004 -0.044
S -0.171305 -0.804597 -1.347532 0.144 0.006 0.038
O -2.942423 -0.880101 -2.455677 0.036 0.137 0.088
C -2.331721 -0.765925 -3.735095 -0.014 -0.058 0.008
C -2.237853 -2.113368 -4.424791 0.024 -0.034 -0.023
H -5.088821 -4.353755 -1.036992 0.011 -0.015 -0.003
H -3.989756 -4.277823 -2.428163 0.013 0.001 0.005
H -4.696446 -2.795236 -1.788102 0.016 0.018 0.026
H -2.714259 -4.609861 -0.315613 0.002 0.009 0.020
H -3.436747 -3.149779 0.368453 -0.016 0.028 -0.017
H -1.340078 -0.323645 -3.626101 -0.008 0.016 -0.004
H -2.953348 -0.070846 -4.303623 -0.014 -0.019 -0.006
H -1.610543 -2.788842 -3.842996 0.006 0.007 0.003
H -1.801706 -2.001387 -5.421177 -0.001 0.016 0.004
H -3.226095 -2.566103 -4.529899 -0.006 0.007 0.011
```
Forces are in eV/Å.